{"formula": "C4H3Br", "method": "ωB97M-V/def2-TZVPD", "species": ["C", "C", "C", "C", "Br", "H", "H", "H"], "positions_angstrom": [[1.093, -1.251, -0.073], [1.545, -2.416, 0.103], [0.527, -0.084, -0.287], [-0.591, 0.613, 0.380], [-2.266, -0.219, -0.110], [0.875, 1.093, -1.463], [-0.552, 1.652, -0.010], [-0.631, 0.612, 1.460]], "forces_ev_per_angstrom": [[-0.54, 1.70, -0.52], [0.44, -0.99, 0.16], [0.82, 2.50, -2.50], [-0.17, 1.28, -0.30], [-0.15, -0.02, -0.29], [-0.26, -3.51, 2.57], [-0.65, -0.76, 0.64], [0.52, -0.21, 0.23]], "mol_weight_g_mol": 130.97, "homo_lumo_gap_ev": 7.97, "lumo_energy_ev": -2.118, "homo_energy_ha": -0.371, "max_force_ha_per_bohr": 0.08469, "e_tot_ev": -74231.479}

---

{"formula": "C4H3Br", "method": "ωB97M-V/def2-TZVPD", "species": ["C", "C", "C", "C", "Br", "H", "H", "H"], "positions_angstrom": [[-0.980, 1.696, 0.252], [0.200, 1.502, -0.014], [0.103, -1.734, -0.375], [1.540, 1.092, -0.408], [1.723, -0.724, -0.318], [-2.009, 1.783, 0.383], [-0.679, -1.026, 0.152], [0.102, -2.589, 0.329]], "forces_ev_per_angstrom": [[2.22, -0.36, -0.61], [0.53, -1.22, -0.34], [-1.72, 1.37, 2.34], [-1.61, 1.72, 0.70], [-0.45, -0.90, -0.15], [-0.93, 0.34, 0.26], [1.24, -0.97, -1.56], [0.72, 0.02, -0.64]], "mol_weight_g_mol": 130.97, "homo_lumo_gap_ev": [8.16, 6.07], "lumo_energy_ev": [-0.843, -1.788], "homo_energy_ha": [-0.331, -0.289], "max_force_ha_per_bohr": 0.06241, "e_tot_ev": -74229.692}

---

{"formula": "C4H3Br2Cl2NOS", "method": "ωB97M-V/def2-TZVPD", "species": ["C", "C", "C", "C", "N", "O", "S", "Cl", "Cl", "Br", "Br", "H", "H", "H"], "positions_angstrom": [[1.518, 0.028, -1.645], [2.239, -1.757, -2.902], [1.055, -2.540, -2.669], [0.707, -0.302, 0.651], [0.864, -0.695, -0.772], [1.845, 1.041, -2.098], [0.584, -2.468, -0.992], [2.627, -1.525, -4.606], [1.033, -4.322, -2.916], [3.768, -2.323, -1.857], [-0.447, -1.812, -3.896], [1.234, 0.613, 0.903], [-0.324, -0.222, 0.955], [1.157, -0.972, 1.194]], "forces_ev_per_angstrom": [[0.39, -3.25, -2.25], [0.38, 2.01, 0.28], [-1.66, -0.17, -1.05], [-1.83, 3.56, -2.70], [-0.08, -0.33, 0.77], [0.06, 0.93, 0.70], [-0.08, 1.29, 0.87], [0.26, 0.08, 0.68], [0.21, -0.17, -0.07], [-0.12, 0.00, -0.27], [0.63, -0.30, 0.83], [-0.13, 0.37, -0.57], [-0.40, 0.06, -0.22], [2.37, -4.08, 3.00]], "mol_weight_g_mol": 343.85, "homo_lumo_gap_ev": 8.14, "lumo_energy_ev": -0.400, "homo_energy_ha": -0.314, "max_force_ha_per_bohr": 0.10876, "e_tot_ev": -183695.925}